Entry 1:
# C3H13NO4

A cluster of 5 separate species, C3H13NO4 in total at a distorted geometry (ωB97M-V/def2-TZVPD, the Open Molecules 2025 dataset).

Element x y z (Å)
C  -1.581  1.285  -0.623
C  -1.329  -0.010  -0.439
N  -1.447  -0.699  0.754
C  -2.206  -1.642  1.080
H  -2.125  1.934  0.053
H  -1.077  1.810  -1.426
H  -0.899  -0.558  -1.265
H  -2.055  -2.155  2.026
H  -3.054  -1.974  0.471
O  0.790  1.101  2.443
H  1.574  0.634  2.138
H  0.023  0.668  2.044
O  1.526  -1.825  0.066
H  1.320  -1.351  -0.753
H  0.932  -1.437  0.714
O  1.108  -0.437  -2.487
H  0.431  -0.327  -3.164
H  1.908  -0.104  -2.897
O  1.621  1.861  -0.364
H  0.899  2.314  0.094
H  2.393  2.193  0.105

- F_max (eV Å⁻¹) = 1.1
- energy relative to the best compared isomer or geometry (same formula, charge and spin) (eV) = 2.888
- electronic energy (a.u.) = -477.7514
- SMILES string = C=CN=C.O.O.O.O
- E_LUMO (hartree) = 0.01435
- highest occupied orbital energy (eV) = -9.1

Entry 2:
# C3H13NO4

A cluster of 4 separate species, C3H13NO4 in total at a distorted geometry (ωB97M-V/def2-TZVPD, the Open Molecules 2025 dataset).

Element x y z (Å)
N  0.478  -0.390  -0.900
C  0.332  0.209  0.410
C  1.524  -0.044  1.385
C  2.669  0.883  1.026
O  3.033  1.709  1.829
H  0.876  -1.312  -0.815
H  -0.426  -0.356  -1.361
H  0.035  1.252  0.351
H  -0.512  -0.279  0.992
H  1.896  -1.047  1.097
H  1.336  -0.022  2.439
H  3.064  0.624  0.048
O  -2.429  -0.556  -1.502
H  -2.305  0.393  -1.477
H  -2.620  -0.857  -0.600
O  -0.312  2.816  -1.326
H  -0.188  2.643  -2.261
H  0.558  3.106  -1.025
O  -2.252  -2.601  0.495
H  -2.637  -2.851  1.330
H  -2.120  -3.319  -0.135

- F_max (eV Å⁻¹) = 3.0
- energy relative to the best compared isomer or geometry (same formula, charge and spin) (eV) = 2.120
- electronic energy (a.u.) = -477.7796
- SMILES string = NCCC=O.O.O.O
- E_LUMO (hartree) = 0.01554
- highest occupied orbital energy (eV) = -8.7

Entry 3:
# C3H13NSb

A structure of composition C3H13NSb (ωB97M-V/def2-TZVPD, the Open Molecules 2025 dataset).

Element x y z (Å)
N  0.394  2.200  0.204
C  -0.069  1.713  -1.091
C  -0.708  0.334  -1.028
C  0.272  -0.785  -0.668
Sb  0.000  -1.714  1.349
H  1.328  1.902  0.434
H  0.319  3.199  0.300
H  -0.780  2.443  -1.488
H  0.757  1.645  -1.816
H  -1.538  0.356  -0.309
H  -1.148  0.152  -2.016
H  1.307  -0.443  -0.803
H  0.139  -1.638  -1.340
H  1.766  -1.591  1.675
H  0.242  -3.319  0.594
H  -1.756  -1.785  0.968
H  -0.240  -0.144  2.128
H  -0.285  -2.526  2.907

- F_max (eV Å⁻¹) = 0.3
- electronic energy (a.u.) = -416.9202
- total charge = -1
- E_LUMO (hartree) = 0.13984
- highest occupied orbital energy (eV) = -3.1

Entry 4:
# C3H14KNO7

A structure of composition C3H14KNO7 at a distorted geometry (ωB97M-V/def2-TZVPD, the Open Molecules 2025 dataset).

Element x y z (Å)
K  -1.562  0.694  -0.551
N  -4.014  -0.280  1.679
O  -3.997  -1.431  1.197
O  -3.918  0.720  0.856
O  -4.119  -0.078  2.890
O  -4.074  1.180  -1.798
H  -4.306  0.360  -2.247
H  -4.346  1.037  -0.870
O  -1.926  -2.078  -1.005
H  -1.792  -2.242  -0.062
H  -1.280  -2.644  -1.444
O  0.430  2.371  0.770
H  0.434  3.333  0.833
H  0.384  2.068  1.685
C  1.730  -0.940  -0.375
C  2.847  0.098  -0.284
C  3.978  -0.012  0.722
O  3.457  0.087  -1.589
H  2.001  -1.866  -0.878
H  0.815  -0.577  -0.851
H  1.392  -1.215  0.634
H  2.404  1.093  -0.171
H  3.503  0.071  1.707
H  4.695  0.791  0.589
H  4.419  -1.007  0.791
H  2.847  0.465  -2.227

- F_max (eV Å⁻¹) = 1.9
- energy relative to the best compared isomer or geometry (same formula, charge and spin) (eV) = 0.000
- electronic energy (a.u.) = -1303.9893
- E_LUMO (hartree) = -0.02364
- highest occupied orbital energy (eV) = -8.6

Entry 5:
# C3H14N2O

A cluster of 2 separate species, C3H14N2O in total at a distorted geometry (ωB97M-V/def2-TZVPD, the Open Molecules 2025 dataset).

Element x y z (Å)
C  0.200  0.634  1.364
C  -0.071  1.014  -0.099
C  -0.974  0.027  -0.868
N  -2.227  0.672  -1.435
N  1.607  0.084  1.482
H  -0.454  -0.196  1.622
H  0.126  1.442  2.061
H  0.854  0.994  -0.606
H  -0.437  2.031  -0.246
H  -0.411  -0.342  -1.717
H  -1.262  -0.825  -0.260
H  -2.921  -0.032  -1.679
H  -2.647  1.272  -0.719
H  -2.008  1.251  -2.249
H  1.824  -0.213  2.431
H  2.324  0.747  1.177
H  1.707  -0.738  0.854
H  1.815  -2.414  -0.892
H  0.749  -2.484  0.213
O  1.304  -1.869  -0.284

- F_max (eV Å⁻¹) = 1.4
- energy relative to the best compared isomer or geometry (same formula, charge and spin) (eV) = 0.016
- electronic energy (a.u.) = -306.8437
- total charge = +2
- E_LUMO (hartree) = -0.24840
- highest occupied orbital energy (eV) = -20.3

Entry 6:
# C3H14N2O

A cluster of 2 separate species, C3H14N2O in total at a distorted geometry (ωB97M-V/def2-TZVPD, the Open Molecules 2025 dataset).

Element x y z (Å)
C  -0.664  0.708  -0.566
C  0.602  -0.122  -0.266
C  1.742  0.738  0.237
N  3.044  -0.090  0.280
N  -1.745  0.571  0.472
H  -1.156  0.524  -1.510
H  -0.377  1.760  -0.606
H  0.885  -0.665  -1.169
H  0.344  -0.889  0.470
H  1.999  1.611  -0.362
H  1.650  1.087  1.264
H  3.710  0.428  0.790
H  2.834  -0.954  0.780
H  3.401  -0.281  -0.658
H  -2.247  1.464  0.479
H  -1.419  0.450  1.430
H  -2.416  -0.139  0.146
H  -3.109  -2.768  -0.260
H  -3.951  -1.634  -0.720
O  -3.127  -1.800  -0.231

- F_max (eV Å⁻¹) = 2.3
- energy relative to the best compared isomer or geometry (same formula, charge and spin) (eV) = 0.000
- electronic energy (a.u.) = -306.8443
- total charge = +2
- E_LUMO (hartree) = -0.24676
- highest occupied orbital energy (eV) = -18.9

Entry 7:
# C3H14N2O2

A cluster of 3 separate species, C3H14N2O2 in total at a distorted geometry (ωB97M-V/def2-TZVPD, the Open Molecules 2025 dataset).

Element x y z (Å)
C  0.777  -0.423  -1.768
C  0.148  -0.437  -0.411
N  -1.018  -1.425  -0.610
C  0.895  -0.608  0.901
N  0.100  0.076  2.025
H  1.618  0.184  -1.647
H  0.082  -0.055  -2.504
H  1.035  -1.497  -2.184
H  -0.259  0.531  -0.162
H  -1.817  -1.127  -0.027
H  -1.154  -1.385  -1.699
H  0.786  -1.706  0.969
H  1.907  -0.600  1.154
H  0.089  -0.568  2.878
H  0.836  0.740  2.339
O  -4.506  0.981  -0.286
H  -5.135  0.674  0.394
H  -3.724  0.445  -0.250
O  2.862  2.368  0.427
H  2.665  1.440  0.453
H  3.813  2.393  0.008

- F_max (eV Å⁻¹) = 4.6
- energy relative to the best compared isomer or geometry (same formula, charge and spin) (eV) = 2.660
- electronic energy (a.u.) = -382.6020
- SMILES string = C[C@@H](N)CN.O.O
- E_LUMO (hartree) = 0.02253
- highest occupied orbital energy (eV) = -9.4

Entry 8:
# C3H14N2O2

A cluster of 3 separate species, C3H14N2O2 in total at a distorted geometry (ωB97M-V/def2-TZVPD, the Open Molecules 2025 dataset).

Element x y z (Å)
N  -1.452  -1.046  -0.939
C  -1.034  0.398  -1.279
C  -0.783  1.144  0.101
C  -0.390  2.623  0.081
N  0.974  2.821  0.700
H  -2.385  -1.140  -0.405
H  -1.738  -1.553  -1.705
H  -0.045  0.438  -1.877
H  -1.887  0.922  -1.842
H  0.000  0.620  0.666
H  -1.693  1.022  0.653
H  -0.445  3.115  -0.898
H  -1.025  3.130  0.812
H  1.730  2.543  0.080
H  1.222  2.149  1.492
O  0.483  -2.667  1.242
H  -0.099  -2.473  0.352
H  0.395  -1.947  1.780
O  2.879  -3.049  0.095
H  1.995  -3.186  0.530
H  3.299  -3.863  0.359

- F_max (eV Å⁻¹) = 6.3
- energy relative to the best compared isomer or geometry (same formula, charge and spin) (eV) = 1.818
- electronic energy (a.u.) = -382.6330
- SMILES string = NCCCN.O.O
- E_LUMO (hartree) = 0.02718
- highest occupied orbital energy (eV) = -9.4